Formula: C18H18F2O2
Source: OMol25
Level of theory: wB97M-V/def2-TZVPD

```
! RIJCOSX wB97M-V def2-TZVPD def2/J DEFGRID3
* xyz 0 1
O 2.060 0.650 -4.549
F 2.553 -1.141 0.870
F 0.463 -2.093 2.324
O 1.631 2.655 -1.630
C 1.857 0.878 -3.343
C 5.246 2.722 -0.882
C 5.296 1.923 0.268
C 4.012 2.931 -1.549
C 0.474 1.846 0.983
C 4.121 1.341 0.771
C -0.610 1.297 1.728
C 1.551 -0.294 1.176
C 0.444 -0.813 1.897
C 2.830 2.402 -1.009
C 1.625 1.062 0.787
C 2.873 1.604 0.148
C -0.638 0.001 2.208
C 1.535 2.334 -3.019
C -3.536 -0.894 1.205
C -3.564 -2.270 3.294
C -1.805 -0.484 3.023
C -2.678 -1.525 2.288
H 1.748 0.034 -2.637
H 6.198 3.115 -1.263
H 6.249 1.750 0.795
H 4.001 3.600 -2.414
H 0.412 2.869 0.589
H 4.107 0.715 1.665
H -1.440 1.969 1.933
H 0.495 2.453 -3.338
H 2.165 3.013 -3.619
H -4.128 -1.666 0.710
H -4.189 -0.145 1.640
H -2.931 -0.347 0.473
H -4.304 -1.610 3.788
H -4.123 -2.989 2.739
H -2.970 -2.807 4.051
H -2.448 0.324 3.332
H -1.384 -0.928 3.910
H -2.034 -2.313 1.823
*
```

Calculated values
E: -28486.9890 eV
ΔE to the lowest compared entry with this formula, charge and spin: 0.7 kcal/mol
SMILES string: CC(C)Cc1ccc(-c2ccccc2OCC=O)c(F)c1F

---

Formula: C18H18F5N3O3S
Source: OMol25
Level of theory: wB97M-V/def2-TZVPD

```
! RIJCOSX wB97M-V def2-TZVPD def2/J DEFGRID3
* xyz 0 1
C -6.562 0.212 -1.334
O -6.218 -0.369 -0.026
S -4.860 -1.338 -0.190
O -5.342 -2.553 -0.932
O -3.845 -0.532 -1.295
C -2.598 -0.175 -0.735
F -2.242 -0.886 0.411
F -2.656 1.217 -0.436
C -1.508 -0.343 -1.927
F -0.417 0.496 -1.771
F -2.219 -0.062 -3.112
F -1.171 -1.706 -1.936
H -6.262 -0.472 -2.200
H -5.998 1.205 -1.446
H -7.687 0.348 -1.412
N 1.455 -1.259 2.999
C 0.678 -1.388 1.913
C 0.906 -0.724 0.718
C 1.999 0.127 0.639
C 2.817 0.280 1.747
C 2.506 -0.431 2.895
H -0.165 -2.062 2.025
H 0.249 -0.867 -0.125
H 2.210 0.666 -0.278
H 3.678 0.937 1.721
H 3.118 -0.348 3.787
N 0.703 3.223 4.158
C 0.696 4.536 3.883
C 0.161 5.080 2.727
C -0.399 4.219 1.795
C -0.405 2.856 2.053
C 0.153 2.412 3.242
H 1.148 5.169 4.640
H 0.181 6.150 2.559
H -0.828 4.605 0.877
H -0.833 2.154 1.348
H 0.170 1.356 3.491
N 5.185 -2.828 -2.896
C 4.443 -3.610 -3.694
C 3.062 -3.692 -3.626
C 2.405 -2.924 -2.676
C 3.149 -2.108 -1.837
C 4.526 -2.095 -1.987
H 5.002 -4.194 -4.418
H 2.514 -4.340 -4.299
H 1.325 -2.961 -2.590
H 2.670 -1.496 -1.084
H 5.151 -1.470 -1.357
*
```

Calculated values
E: -53990.7596 eV

---

Formula: C18H18F6N3PdSb2
Source: OMol25
Level of theory: wB97M-V/def2-TZVPD

```
! RIJCOSX wB97M-V def2-TZVPD def2/J DEFGRID3
* xyz 4 6
Pd 0.006 -0.273 -0.440
C -3.599 -0.603 -1.117
C -3.251 -0.654 0.290
C -4.200 -1.202 1.238
C -3.889 -1.315 2.587
C -2.668 -0.832 3.011
C -1.803 -0.230 2.035
N -2.061 -0.152 0.758
Sb -0.007 0.957 2.475
C -0.003 2.352 0.866
C 0.004 3.696 1.138
C 0.013 4.573 0.039
C 0.011 4.054 -1.234
C 0.002 2.663 -1.447
C -0.012 2.064 -2.815
N -0.001 1.842 -0.388
C 1.794 -0.224 2.028
C 2.664 -0.838 2.991
C 3.868 -1.351 2.549
C 4.160 -1.252 1.194
C 3.208 -0.688 0.262
C 3.516 -0.669 -1.156
N 2.042 -0.151 0.750
H -3.976 -1.585 -1.448
H -2.812 -0.248 -1.774
H -4.498 0.040 -1.211
H -5.157 -1.541 0.852
H -4.596 -1.755 3.282
H -2.368 -0.871 4.052
H 0.004 4.086 2.149
H 0.020 5.645 0.199
H 0.016 4.711 -2.095
H 0.053 2.836 -3.577
H -0.937 1.505 -2.978
H 0.827 1.378 -2.951
H 2.380 -0.870 4.037
H 4.576 -1.804 3.235
H 5.102 -1.616 0.793
H 3.840 -1.672 -1.480
H 4.438 -0.068 -1.293
H 2.723 -0.295 -1.795
F 0.181 -1.102 -2.597
Sb 0.087 -2.996 -2.082
F -1.235 -2.141 -0.830
F 1.190 -2.215 -0.598
F -0.050 -4.578 -1.157
F 1.638 -3.340 -3.019
F -1.240 -3.273 -3.327
*
```

Calculated values
E: -56239.6355 eV
ΔE to the lowest compared entry with this formula, charge and spin: 7.6 kcal/mol